C6H11NO | wB97M-V/def2-TZVPD

Values from the calculation:
Maximum force in Eh/bohr: 0.02884
ΔE to the lowest compared entry with this formula, charge and spin in kJ/mol: 416.8
Gap between HOMO and LUMO in Eh: 0.27313
HOMO energy in hartree: -0.243
Total charge: 0

Each line ends with the natural charge from an NBO analysis.
Atoms and positions in Å:
C  1.32  1.44  0.61  0.4052
C  2.01  0.35  -0.15  -0.7299
C  -0.67  -2.07  -0.59  -0.6445
C  -1.20  0.73  0.48  0.2304
C  -1.29  0.35  -0.84  -0.3141
C  -0.99  -0.85  -1.40  -0.3420
O  1.29  1.50  1.85  -0.6553
N  -1.24  0.90  1.73  -0.6589
H  -0.27  1.13  2.21  0.4223
H  1.06  2.34  0.01  0.1226
H  -2.11  0.88  2.25  0.3758
H  -1.57  1.18  -1.49  0.2520
H  -1.13  -0.96  -2.47  0.2065
H  1.33  -0.05  -0.91  0.2536
H  2.88  0.76  -0.67  0.2305
H  2.32  -0.45  0.52  0.2257
H  -0.05  -2.78  -1.16  0.2142
H  -0.11  -1.82  0.32  0.2009
H  -1.57  -2.62  -0.28  0.2051